Entry from OMol25: a 2-piece molecular cluster, C3H2BrO2S overall (the ωB97M-V functional and the def2-TZVPD basis).

Last column: Löwdin spin population.
Positions of all 9 atoms, in Å:
1 C -0.582 -1.561 0.910  0.02
2 C 0.388 -2.566 0.732  0.01
3 C 0.168 -1.537 -0.213  0.03
4 O 1.271 1.744 -1.560  0.32
5 O 0.894 2.456 0.708  0.33
6 S 0.562 1.458 -0.318  0.65
7 Br -1.769 1.800 -0.658  0.63
8 H -1.240 -0.945 1.487  0.00
9 H 0.307 -0.849 -1.087  0.01

Output
- spin multiplicity = 3
- total energy (eV) = -88110.8634
- relative energy (zero: lowest compared OMol25 entry of this formula, charge and spin) (kJ/mol) = 0.0
- HOMO-LUMO gap (spin up / spin down) (eV) = 5.106 / 7.337
- strongest force on any atom (eV Å⁻¹) = 3.02
- total charge = -1

Entry from OMol25: C3H2CaLi2O3 as an isolated structure (the ωB97M-V functional and the def2-TZVPD basis).

Last column: Löwdin charge in e.
Positions of all 11 atoms, in Å:
1 C 0.832 -0.402 0.247  -0.38
2 C -0.128 0.455 -0.153  -0.02
3 O 2.031 -0.472 -0.337  -0.44
4 H 0.620 -1.147 1.028  0.12
5 H -0.015 1.346 -0.777  0.12
6 Li 2.901 -1.928 -1.040  0.88
7 Li 2.635 1.258 -0.145  0.85
8 O -1.499 -0.514 -1.005  -0.05
9 C -2.448 -0.096 -0.316  -0.20
10 O -1.724 1.141 0.612  -0.53
11 Ca -3.205 0.358 1.887  1.65

Output
- total energy (eV) = -28116.5721
- relative energy (zero: lowest compared OMol25 entry of this formula, charge and spin) (kJ/mol) = 0.0
- HOMO-LUMO gap (eV) = 6.813
- strongest force on any atom (eV Å⁻¹) = 5.86
- total charge = +2

Entry from OMol25: one molecule with the formula C3H2Cl2 (the ωB97M-V functional and the def2-TZVPD basis).

Last column: Löwdin charge in e.
Positions of all 7 atoms, in Å:
1 C 0.066 -0.183 0.507  -0.32
2 C 0.649 1.028 1.416  -0.42
3 C -0.441 -0.380 -0.753  -0.61
4 Cl 1.129 2.226 0.316  0.58
5 Cl -0.976 -1.929 -1.252  0.65
6 H -0.004 -1.175 1.164  0.10
7 H -0.423 0.414 -1.398  0.02

Output
- total energy (eV) = -28183.7364
- relative energy (zero: lowest compared OMol25 entry of this formula, charge and spin) (kJ/mol) = 223.6
- HOMO-LUMO gap (eV) = 8.045
- strongest force on any atom (eV Å⁻¹) = 4.23
- total charge = 0

Entry from OMol25: one molecule with the formula C3H2Cl2F3I (the ωB97M-V functional and the def2-TZVPD basis).

Last column: Löwdin charge in e.
Positions of all 11 atoms, in Å:
1 F 2.312 0.813 0.136  0.08
2 C 1.255 0.080 0.488  -0.94
3 F 0.970 0.407 1.761  0.07
4 Cl 1.692 -1.642 0.429  0.75
5 C 0.035 0.380 -0.415  -0.95
6 F -0.162 1.726 -0.374  0.00
7 Cl 0.465 -0.067 -2.086  0.70
8 C -1.198 -0.348 0.074  -0.64
9 I -2.898 0.097 -1.143  0.83
10 H -1.040 -1.422 0.042  0.04
11 H -1.429 -0.025 1.089  0.06

Output
- total energy (eV) = -44441.5795
- relative energy (zero: lowest compared OMol25 entry of this formula, charge and spin) (kJ/mol) = 0.0
- HOMO-LUMO gap (eV) = 10.078
- strongest force on any atom (eV Å⁻¹) = 0.48
- total charge = 0

Entry from OMol25: one molecule with the formula C3H2Cl2N2 (the ωB97M-V functional and the def2-TZVPD basis).

Last column: Löwdin spin population.
Positions of all 9 atoms, in Å:
1 C -0.121 -0.982 -0.169  0.71
2 C 1.142 -0.390 -0.017  0.55
3 C -1.247 -0.199 0.451  0.17
4 N 0.750 0.900 -0.427  0.18
5 N -0.643 0.327 -0.726  0.15
6 Cl 2.637 -0.869 0.262  0.19
7 Cl -2.873 -0.672 0.197  0.02
8 H -1.111 0.408 1.317  0.00
9 H 1.465 1.477 -0.889  0.02

Output
- spin multiplicity = 3
- total energy (eV) = -31160.3381
- relative energy (zero: lowest compared OMol25 entry of this formula, charge and spin) (kJ/mol) = 287.7
- HOMO-LUMO gap (spin up / spin down) (eV) = 7.244 / 8.175
- strongest force on any atom (eV Å⁻¹) = 4.02
- total charge = 0

Entry from OMol25: one molecule with the formula C3H2Cl2N2 (the ωB97M-V functional and the def2-TZVPD basis).

Last column: Löwdin spin population.
Positions of all 9 atoms, in Å:
1 C -0.737 1.252 0.418  0.53
2 C -1.637 0.210 0.224  0.31
3 C 1.701 0.014 0.086  0.52
4 N -0.628 -0.852 0.042  0.17
5 N 0.393 0.133 0.218  0.26
6 Cl -3.292 -0.145 0.190  0.07
7 Cl 2.705 1.422 0.163  0.11
8 H 2.213 -0.813 -0.461  0.04
9 H -0.717 -1.221 -0.880  0.01

Output
- spin multiplicity = 3
- total energy (eV) = -31160.5392
- relative energy (zero: lowest compared OMol25 entry of this formula, charge and spin) (kJ/mol) = 268.3
- HOMO-LUMO gap (spin up / spin down) (eV) = 7.029 / 7.092
- strongest force on any atom (eV Å⁻¹) = 5.13
- total charge = 0

Entry from OMol25: one molecule with the formula C3H2Cl2N2O (the ωB97M-V functional and the def2-TZVPD basis).

Last column: Löwdin charge in e.
Positions of all 10 atoms, in Å:
1 Cl -2.749 -0.499 -0.640  0.49
2 C -1.209 -0.507 0.463  -0.39
3 C -0.017 0.200 0.094  -0.41
4 O 0.025 1.431 0.028  0.04
5 N 1.259 1.925 -0.445  0.08
6 N 1.968 0.893 -0.688  0.03
7 C 1.319 -0.237 -0.283  -0.78
8 Cl 2.007 -1.685 -0.312  0.81
9 H -1.129 -1.552 0.421  0.04
10 H -1.474 0.031 1.361  0.10

Output
- total energy (eV) = -33212.8721
- relative energy (zero: lowest compared OMol25 entry of this formula, charge and spin) (kJ/mol) = 252.0
- HOMO-LUMO gap (eV) = 9.266
- strongest force on any atom (eV Å⁻¹) = 6.92
- total charge = 0

Entry from OMol25: one molecule with the formula C3H2Cl2N2O (the ωB97M-V functional and the def2-TZVPD basis).

Last column: Löwdin charge in e.
Positions of all 10 atoms, in Å:
1 H -2.653 0.332 0.402  0.06
2 N -1.867 0.905 0.571  0.22
3 C -0.734 0.489 0.305  -0.29
4 C 0.724 1.028 0.294  -0.50
5 O 1.252 2.047 0.610  0.12
6 N 1.176 -0.086 -0.321  -0.42
7 Cl 2.816 -0.616 -0.804  0.65
8 C -0.215 -0.756 -0.350  -0.61
9 Cl -0.052 -2.158 0.700  0.63
10 H -0.448 -1.183 -1.407  0.14

Output
- total energy (eV) = -33213.1480
- relative energy (zero: lowest compared OMol25 entry of this formula, charge and spin) (kJ/mol) = 225.4
- HOMO-LUMO gap (eV) = 9.616
- strongest force on any atom (eV Å⁻¹) = 4.36
- total charge = 0